(1)
A 3-piece molecular cluster, C42H54FN4O overall, computed with ωB97M-V/def2-TZVPD.

ORCA input file:
```
! RIJCOSX wB97M-V def2-TZVPD def2/J DEFGRID3
* xyz 1 1
C -5.2242 3.3973 3.4905
O -3.8754 3.3370 3.9958
C -2.9716 2.5277 3.3855
C -3.2761 1.6896 2.2883
C -2.2468 1.0488 1.6139
C -0.9083 1.1137 2.0740
C 0.1756 0.4528 1.3872
N 1.4823 0.9254 1.5379
C 1.9148 2.2856 1.7086
C 3.0816 2.5451 2.4535
C 4.0131 1.4730 3.0122
C 3.9259 1.4119 4.5363
C 5.4597 1.6899 2.5597
C 3.4054 3.8750 2.7299
C 2.6452 4.9250 2.2299
C 1.5627 4.6571 1.3908
C 1.2231 3.3456 1.0604
C 0.2260 3.1494 -0.0794
C 0.8857 3.4154 -1.4312
C -1.0411 3.9776 0.1148
N 2.3638 0.0238 1.0480
N 1.6203 -0.9473 0.4813
C 2.3036 -2.0593 -0.1251
C 3.1900 -2.8333 0.6559
C 3.3682 -2.5620 2.1561
C 4.7388 -2.9586 2.7106
C 2.2423 -3.1748 2.9760
C 3.8626 -3.8944 0.0578
C 3.6816 -4.1796 -1.2991
C 2.8659 -3.3659 -2.0752
C 2.2177 -2.2661 -1.5138
C 1.5504 -1.2568 -2.4539
C 0.3681 -1.8467 -3.2047
C 2.5619 -0.6841 -3.4522
C 0.2286 -0.6912 0.5795
C -0.7402 -1.4455 -0.0691
C -0.6458 1.8741 3.2520
C -1.6406 2.5935 3.8721
H -5.6997 4.1653 4.1015
H -5.2460 3.6919 2.4304
H -5.7419 2.4370 3.6229
H -4.3060 1.5727 1.9513
H -2.4516 0.5047 0.6961
H 3.6807 0.5199 2.5943
H 2.8886 1.2643 4.8607
H 4.5295 0.5833 4.9263
H 4.2951 2.3458 4.9809
H 5.5135 1.7229 1.4663
H 5.8599 2.6311 2.9571
H 6.0965 0.8696 2.9106
H 4.2775 4.0790 3.3541
H 2.9086 5.9583 2.4670
H 0.9900 5.4791 0.9574
H -0.0794 2.1014 -0.0887
H 1.7583 2.7625 -1.5589
H 0.1845 3.2126 -2.2496
H 1.2225 4.4589 -1.4992
H -1.3932 3.9159 1.1498
H -0.8697 5.0319 -0.1372
H -1.8423 3.5933 -0.5305
H 3.3077 -1.4718 2.2596
H 5.5467 -2.5229 2.1109
H 4.8416 -2.5815 3.7364
H 4.8625 -4.0485 2.7388
H 1.2678 -2.8485 2.5993
H 2.2857 -4.2695 2.9208
H 2.3294 -2.8731 4.0254
H 4.5397 -4.5111 0.6517
H 4.1926 -5.0245 -1.7477
H 2.7558 -3.5479 -3.1474
H 1.1691 -0.4387 -1.8340
H -0.4199 -2.1614 -2.5156
H -0.0605 -1.0840 -3.8669
H 0.6685 -2.7071 -3.8183
H 3.4171 -0.2473 -2.9265
H 2.9279 -1.4710 -4.1227
H 2.0939 0.0987 -4.0598
H -0.4613 -2.4400 -0.3975
H -1.7572 -1.1099 -0.0179
H 0.3644 1.8980 3.6591
H -1.4319 3.2238 4.7326
C -2.2914 -2.9016 -4.6909
C -3.6619 -2.4698 -4.3271
N -3.9833 -2.1027 -3.0805
F -2.6971 -1.8865 -1.9167
C -5.2198 -1.7467 -2.7165
C -5.5417 -1.3911 -1.3108
C -6.2263 -1.7426 -3.6788
C -5.9586 -2.0962 -5.0032
C -7.0454 -2.1024 -6.0448
C -4.6461 -2.4537 -5.3097
H -2.3197 -3.3205 -5.6996
H -1.6010 -2.0589 -4.7110
H -1.9028 -3.6572 -4.0082
H -6.6117 -1.1819 -1.2533
H -5.3147 -2.2070 -0.6228
H -5.0042 -0.4998 -0.9818
H -7.2311 -1.4609 -3.3750
H -6.6352 -2.3939 -7.0173
H -7.8439 -2.8090 -5.7822
H -7.5037 -1.1097 -6.1463
H -4.3702 -2.7399 -6.3214
*
```

## Properties
HOMO energy ... -8.6 eV
ΔE to the lowest compared entry with this formula, charge and spin ... 0.0 kcal per mole
HOMO-LUMO gap ... 3.668 eV
Molecular weight ... 649.92 g mol⁻¹

---

(2)
An isolated ion of composition C8H16N3O2 and charge +1, computed with ωB97M-V/def2-TZVPD.

ORCA input file:
```
! RIJCOSX wB97M-V def2-TZVPD def2/J DEFGRID3
* xyz 1 1
C 2.5078 -1.5292 1.0666
C 1.2518 -1.5808 0.1608
C 0.6283 -0.1597 0.2646
C 1.4637 0.7422 -0.6526
O 1.0706 1.0717 -1.7457
C 0.7443 0.5122 1.7150
N -0.2166 0.2540 2.6756
O 1.5211 1.4299 1.8753
N -0.8212 -0.1845 -0.0256
C -1.5452 1.0177 0.1650
C -2.0069 1.4812 -1.3033
N -1.4645 0.4522 -2.2194
C -1.2143 -0.7363 -1.2626
H 2.1617 -1.7059 2.1520
H 3.1893 -0.7520 0.9285
H 2.9712 -2.4651 0.8321
H 1.5780 -1.7656 -0.7924
H 0.4353 -2.1870 0.3280
H 2.3765 1.0009 -0.2807
H -0.6905 -0.5912 2.6810
H -0.1600 0.7432 3.5394
H -1.1342 1.9235 0.6024
H -2.5229 0.9906 0.6555
H -3.1079 1.2977 -1.5182
H -1.5161 2.4287 -1.5349
H -2.0583 0.2675 -3.0546
H -0.5283 0.7076 -2.4780
H -0.7598 -1.5322 -1.6567
H -2.1528 -1.1312 -1.1172
*
```

## Properties
SMILES ... CC[C@](C=O)(C(N)=O)N1CC[NH2+]C1
HOMO energy ... -13.2 eV
ΔE to the lowest compared entry with this formula, charge and spin ... 40.3 kcal per mole
HOMO-LUMO gap ... 10.258 eV
Molecular weight ... 186.24 g mol⁻¹

---

(3)
C19H38BF3GaN4O3 as an isolated structure, computed with ωB97M-V/def2-TZVPD.

ORCA input file:
```
! RIJCOSX wB97M-V def2-TZVPD def2/J DEFGRID3
* xyz -1 1
C -2.7164 -0.3706 1.0035
B -1.6302 -1.3084 0.3192
O -1.4457 -1.1598 -1.0356
Ga -0.5738 -2.8566 1.3195
O 1.2356 -3.0156 0.8128
C 2.2253 -2.6356 1.7233
C 3.5959 -3.1005 1.2116
N 3.8098 -2.6566 -0.1622
C 4.8508 -1.6810 -0.4237
C 4.2971 -0.4207 -1.1002
C 4.1137 -0.6079 -2.6044
O 5.2006 0.6870 -0.8918
C -0.6774 -2.4927 3.3647
F -2.0058 -2.3636 3.7483
F -0.0938 -1.3093 3.8015
F -0.1685 -3.4427 4.2401
H -2.3334 0.0206 1.9536
H -3.0124 0.4744 0.3617
H -3.6212 -0.9465 1.2543
H -2.0851 -0.5640 -1.4447
H -1.2857 -4.2851 1.0812
H 2.0737 -3.0445 2.7391
H 2.2568 -1.5322 1.8316
H 3.6426 -4.1994 1.2699
H 4.3820 -2.6980 1.8664
H 2.9126 -2.3839 -0.5433
H 5.3600 -1.3725 0.4992
H 5.6292 -2.1049 -1.0847
H 3.3315 -0.1869 -0.6343
H 5.0874 -0.4554 -3.0916
H 3.7692 -1.6234 -2.8234
H 3.3917 0.0985 -3.0258
H 4.7808 1.3055 -0.2974
C -7.5716 -1.3558 -0.9112
C -6.9193 -2.3547 -1.8620
C -5.3957 -2.4423 -1.6768
C -4.7500 -1.1696 -1.9918
N -4.2451 -0.1682 -2.2361
H -7.1517 -0.3608 -1.0490
H -8.6449 -1.2856 -1.0825
H -7.4167 -1.6366 0.1313
H -7.1275 -2.0756 -2.8971
H -7.3403 -3.3499 -1.7119
H -4.9602 -3.2066 -2.3210
H -5.1405 -2.7052 -0.6483
C -7.0678 4.1879 -1.4012
C -6.1096 3.9348 -0.2442
C -6.0223 2.4547 0.1379
C -7.2987 1.9305 0.6216
N -8.2859 1.5107 1.0305
H -8.0856 3.8927 -1.1404
H -7.0836 5.2446 -1.6698
H -6.7685 3.6207 -2.2847
H -6.4155 4.5153 0.6283
H -5.1055 4.2674 -0.5112
H -5.2803 2.2934 0.9198
H -5.7046 1.8557 -0.7184
C 8.5978 4.1592 1.2439
C 9.1435 3.1279 0.2646
C 8.1178 2.0466 -0.0876
C 7.7244 1.2589 1.0790
N 7.4278 0.6459 2.0026
H 8.3222 3.6929 2.1906
H 9.3404 4.9297 1.4524
H 7.7097 4.6492 0.8400
H 10.0352 2.6554 0.6811
H 9.4472 3.6176 -0.6628
H 8.5115 1.3608 -0.8384
H 7.2173 2.4905 -0.5153
*
```

## Properties
HOMO energy ... -4.5 eV
HOMO-LUMO gap ... 6.748 eV
Molecular weight ... 508.07 g mol⁻¹

---

(4)
F12KN6O24S12 as an isolated structure, computed with ωB97M-V/def2-TZVPD.

ORCA input file:
```
! RIJCOSX wB97M-V def2-TZVPD def2/J DEFGRID3
* xyz -5 1
K -13.6849 7.5357 -13.9015
N -7.6835 10.1043 -11.8796
S -8.3085 10.7568 -13.1616
O -7.9332 12.1701 -13.2159
O -9.6064 10.3176 -13.6441
F -7.3357 10.0235 -14.2092
S -8.8451 10.6254 -10.7724
O -10.2357 10.4076 -11.1469
O -8.4969 11.7836 -9.9834
F -8.6480 9.4844 -9.6184
N -9.9812 7.2892 -20.7929
S -10.1581 6.3897 -19.3629
O -10.6907 7.0692 -18.1940
O -9.1977 5.3346 -19.2196
F -11.4472 5.5815 -19.7910
S -8.9564 8.0868 -20.1640
O -7.6593 7.3728 -20.0725
O -9.0533 9.2794 -19.3415
F -8.6408 8.8792 -21.4711
N -15.2692 8.3188 -9.7106
S -14.8138 7.4538 -8.2822
O -15.6540 7.6198 -7.0844
O -13.4052 7.1816 -8.1764
F -15.3855 6.0115 -8.7820
S -15.4879 9.6249 -8.8580
O -14.5927 10.0578 -7.8419
O -16.8926 9.9392 -8.5113
F -15.1874 10.6892 -10.0726
N -7.7912 2.8979 -12.8007
S -6.7682 2.0391 -13.9470
O -5.7814 2.8847 -14.6244
O -7.3545 0.9104 -14.7096
F -5.8610 1.2481 -12.8745
S -8.5443 3.6327 -13.8022
O -9.4940 2.8385 -14.6107
O -7.9308 4.8825 -14.2634
F -9.5542 4.2172 -12.7024
N -17.6178 1.1386 -13.6852
S -15.9547 1.4660 -13.4515
O -15.2933 0.3385 -12.8669
O -15.5942 2.8694 -13.2113
F -15.6371 1.2772 -15.0380
S -18.0163 1.8380 -12.3298
O -18.0639 3.3150 -12.2883
O -17.9363 1.0019 -11.1344
F -19.5065 1.6002 -12.7553
N -16.5376 9.1032 -16.9075
S -16.5762 8.4515 -18.2270
O -15.4017 8.4890 -19.0716
O -17.8821 8.4613 -18.8856
F -16.4422 6.9571 -17.7614
S -16.6505 10.5964 -17.6223
O -18.0166 10.9935 -17.8931
O -15.5747 11.0272 -18.4727
F -16.2586 11.4634 -16.3723
*
```

## Properties
HOMO energy ... -0.5 eV
ΔE to the lowest compared entry with this formula, charge and spin ... 122.3 kcal per mole
HOMO-LUMO gap ... 8.237 eV
Molecular weight ... 1119.90 g mol⁻¹

---

(5)
One molecule with the formula C24H30N2O3, computed with ωB97M-V/def2-TZVPD.

ORCA input file:
```
! RIJCOSX wB97M-V def2-TZVPD def2/J DEFGRID3
* xyz 0 1
C -5.8071 -1.6728 0.6157
O -5.5986 -0.4687 -0.1118
C -4.3366 -0.1171 -0.3384
O -3.3894 -0.7745 0.0265
C -4.2462 1.1992 -1.0671
C -4.1814 2.3672 -0.0687
C -2.9858 2.2929 0.8861
C -1.6632 2.3745 0.1280
O -1.1244 3.4315 -0.1332
N -1.1712 1.1722 -0.2282
C 0.0713 1.0131 -0.9391
C 1.2104 0.3803 -0.0929
N 1.0011 -1.0063 0.2917
C 0.0033 -1.2819 1.3064
C 0.8723 -1.9561 -0.7980
C 1.3567 -3.3207 -0.3761
C 0.6837 -4.4708 -0.7625
C 1.1527 -5.7192 -0.3910
C 2.2982 -5.8302 0.3773
C 2.9728 -4.6864 0.7719
C 2.5063 -3.4410 0.3947
C 1.4750 1.2722 1.1421
C 2.4605 2.2878 0.6520
C 2.8017 3.5029 1.2082
C 3.7593 4.2807 0.5718
C 4.3618 3.8440 -0.5955
C 4.0168 2.6211 -1.1547
C 3.0622 1.8509 -0.5231
C 2.5166 0.5133 -0.9201
H -5.3854 -1.5870 1.6191
H -6.8830 -1.8160 0.6652
H -5.3302 -2.5113 0.1046
H -5.1315 1.3148 -1.6923
H -3.3522 1.2002 -1.6909
H -5.1050 2.3865 0.5145
H -4.1182 3.2969 -0.6365
H -3.0311 3.1483 1.5619
H -3.0235 1.3761 1.4761
H -1.7069 0.3400 -0.0206
H 0.3898 2.0141 -1.2440
H -0.0984 0.4022 -1.8324
H -0.0040 -0.5040 2.0629
H -1.0107 -1.3893 0.8958
H 0.2636 -2.2277 1.7869
H -0.1711 -2.0375 -1.1519
H 1.4855 -1.6253 -1.6394
H -0.2146 -4.3899 -1.3590
H 0.6200 -6.6073 -0.6995
H 2.6629 -6.8040 0.6697
H 3.8664 -4.7674 1.3739
H 3.0214 -2.5446 0.7053
H 0.5672 1.7371 1.5249
H 1.9293 0.6755 1.9373
H 2.3275 3.8482 2.1149
H 4.0337 5.2385 0.9891
H 5.1031 4.4630 -1.0797
H 4.4839 2.2842 -2.0691
H 2.3448 0.4453 -1.9951
H 3.2140 -0.2767 -0.6299
*
```

## Properties
SMILES ... COC(=O)CCCC(=O)NCC1(N(C)Cc2ccccc2)Cc2ccccc2C1
HOMO energy ... -8.3 eV
ΔE to the lowest compared entry with this formula, charge and spin ... 33.5 kcal per mole
HOMO-LUMO gap ... 8.867 eV
Molecular weight ... 394.51 g mol⁻¹

---

(6)
One molecule with the formula C5H8N2S, computed with ωB97M-V/def2-TZVPD.

ORCA input file:
```
! RIJCOSX wB97M-V def2-TZVPD def2/J DEFGRID3
* xyz 0 1
C -1.9961 1.5054 0.2403
N -0.7856 1.7571 0.0052
N 0.1558 0.7149 -0.1538
C 1.5138 1.1801 -0.2079
C 2.3669 -0.1133 -0.1058
C 1.3759 -1.1247 0.4489
C -0.0220 -0.6533 0.0086
S -1.3857 -1.5613 -0.1759
H -2.6094 2.3430 0.3818
H -2.5355 0.5531 0.2531
H 1.5442 1.8820 0.6375
H 1.7449 1.8792 -1.0451
H 3.2286 0.0024 0.6101
H 2.8550 -0.4640 -1.0217
H 1.6312 -2.1303 0.1411
H 1.2901 -1.1557 1.5928
*
```

## Properties
SMILES ... C=NN1CCCC1=S
HOMO energy ... -8.3 eV
ΔE to the lowest compared entry with this formula, charge and spin ... 48.2 kcal per mole
HOMO-LUMO gap ... 8.739 eV
Molecular weight ... 128.20 g mol⁻¹